1.
DFT (wB97M-V/def2-TZVPD) results for a cluster of 12 separate species, C68H171N11O23 in total in a non-equilibrium geometry.

```
! RIJCOSX wB97M-V def2-TZVPD def2/J DEFGRID3
* xyz 0 1
C 4.32487 -7.11164 -5.19119
O 3.16177 -6.24316 -5.16557
C 2.61878 -6.11805 -3.88067
C 1.25688 -5.39797 -3.87770
N 0.12992 -6.28236 -4.11891
C -1.09178 -5.52754 -4.41636
C -2.11424 -6.37726 -5.30052
O -1.46665 -6.91727 -6.46948
C -0.98663 -5.97002 -7.38518
H 4.73222 -6.99089 -6.19498
H 3.97569 -8.13741 -5.07300
H 5.01541 -6.83938 -4.39299
H 3.34005 -5.49820 -3.34807
H 2.47144 -7.10951 -3.45240
H 1.31182 -4.72792 -4.73567
H 1.11743 -4.84951 -2.94611
H 0.40087 -6.74389 -4.97546
H -0.83747 -4.57003 -4.87090
H -1.57805 -5.30724 -3.46603
H -2.98237 -5.76374 -5.54143
H -2.41631 -7.17955 -4.62733
H -0.09068 -5.42294 -7.09175
H -1.78111 -5.26683 -7.63502
H -0.72086 -6.47702 -8.31276
C -6.27803 7.93601 -1.80606
O -5.02864 7.28107 -1.54578
C -5.16613 5.89330 -1.31150
C -3.73591 5.30711 -1.41100
N -3.37490 4.54056 -2.59038
C -3.24169 5.39396 -3.76363
C -1.88104 6.14377 -3.78052
O -0.90875 5.16442 -4.00208
C 0.47340 5.65169 -4.02287
H -6.67816 7.49511 -2.71907
H -6.12712 8.98622 -2.05583
H -6.92467 7.80455 -0.93850
H -5.84565 5.42572 -2.02405
H -5.54089 5.70286 -0.30583
H -3.70529 4.55978 -0.61812
H -2.99590 6.07587 -1.18852
H -2.43054 4.19877 -2.48335
H -4.01428 6.15601 -3.86586
H -3.22845 4.78902 -4.67026
H -1.79838 6.70579 -2.85026
H -1.81369 6.84206 -4.61476
H 0.69983 6.46320 -4.71444
H 1.15075 4.85284 -4.32474
H 0.76420 5.86910 -2.99512
C -5.38826 -12.14131 1.40074
O -4.13572 -12.11997 2.16370
C -4.23597 -11.30315 3.34126
C -2.78729 -11.19018 3.88070
N -2.12838 -10.12845 3.16622
C -0.73389 -9.86500 3.51094
C -0.38475 -8.46701 2.95706
O -0.79560 -7.44128 3.89457
C -0.41764 -6.11201 3.49576
H -5.46121 -11.20178 0.85296
H -6.27386 -12.32631 2.00869
H -5.27456 -12.93496 0.66230
H -4.82007 -11.87124 4.06527
H -4.71316 -10.32959 3.22915
H -2.25953 -12.12560 3.69483
H -2.70826 -10.99432 4.95005
H -2.59515 -9.32953 3.57112
H -0.18020 -10.63234 2.96990
H -0.47824 -9.96402 4.56590
H -0.88048 -8.26727 2.00707
H 0.69846 -8.43568 2.83972
H -1.00133 -5.46965 4.15512
H -0.77040 -5.91545 2.48332
H 0.64779 -5.91544 3.61540
C -4.13150 -6.96885 3.59577
O -4.31157 -5.78232 4.44990
C -4.06934 -4.57094 3.74490
C -4.42117 -3.39255 4.66666
N -3.23995 -3.00950 5.40817
C -2.41476 -2.15786 4.63695
C -1.02857 -1.93420 5.28669
O -0.24754 -3.11766 5.14040
C 1.09471 -3.06198 5.61554
H -5.06138 -7.19070 3.07212
H -3.92831 -7.84030 4.21816
H -3.31868 -6.95168 2.86973
H -4.72339 -4.53629 2.87361
H -3.05904 -4.53789 3.33709
H -5.25741 -3.60483 5.33279
H -4.70277 -2.66811 3.90248
H -2.66690 -3.73602 5.81301
H -2.93153 -1.20539 4.51926
H -2.26108 -2.54501 3.62968
H -1.09821 -1.60407 6.32315
H -0.54767 -1.09777 4.77951
H 1.66859 -2.21433 5.24105
H 1.62641 -3.97498 5.34755
H 1.18214 -3.03555 6.70171
C 4.70050 5.29292 2.09691
O 3.65748 5.53712 1.10581
C 2.98306 6.79757 1.39351
C 1.95630 7.15307 0.28804
N 2.58133 7.63661 -0.96382
C 3.08645 9.01026 -0.92254
C 4.05486 9.26547 -2.08663
O 5.08551 8.28643 -2.20958
C 6.09014 8.28539 -1.17101
H 4.31086 5.15161 3.10503
H 5.45925 6.07390 2.14660
H 5.26063 4.40964 1.79003
H 3.67262 7.62426 1.56435
H 2.43678 6.64457 2.32425
H 1.20071 7.84212 0.66542
H 1.49494 6.17300 0.16678
H 3.29162 6.98247 -1.25997
H 3.64978 9.12793 0.00316
H 2.28254 9.74141 -1.00764
H 4.57789 10.20903 -1.93096
H 3.48944 9.32662 -3.01650
H 6.66098 9.21318 -1.13289
H 6.88440 7.60277 -1.47314
H 5.72915 8.12434 -0.15522
C -5.71960 7.33322 3.06500
O -4.75398 6.53499 3.73788
C -4.40871 5.38917 2.95532
C -3.64562 4.45002 3.81359
N -3.24098 3.34718 3.03575
C -2.31170 2.50822 3.77374
C -1.81589 1.38053 2.76481
O -2.78493 0.40683 2.42947
C -2.45954 -0.28907 1.21767
H -6.66825 6.82168 2.90219
H -5.31122 7.79343 2.16525
H -5.96894 8.24381 3.60976
H -3.85062 5.76725 2.09876
H -5.27123 4.87987 2.52547
H -4.19219 4.17504 4.71566
H -2.76767 4.97103 4.19549
H -4.02735 2.85038 2.64218
H -2.84503 2.03840 4.60014
H -1.45256 3.02093 4.20629
H -1.05114 0.78166 3.25939
H -1.36482 1.88308 1.90919
H -2.54259 0.36019 0.34608
H -3.11627 -1.14431 1.05835
H -1.45418 -0.69169 1.34122
C 2.52863 1.72338 6.44865
O 2.27937 3.00184 5.92889
C 1.53670 2.94648 4.74783
C 1.24173 4.31752 4.25153
N 0.35579 5.04963 5.19858
C -0.05534 6.33936 4.69307
C -0.85298 7.15250 5.74974
O -0.02264 7.39332 6.90213
C -0.59561 7.93477 8.03053
H 1.58716 1.21487 6.65637
H 3.05526 1.74897 7.40265
H 3.04066 1.12136 5.69799
H 0.59465 2.44822 4.97666
H 2.09683 2.36124 4.01854
H 0.73483 4.35321 3.28723
H 2.17568 4.84119 4.04755
H 0.83008 5.11308 6.08802
H -0.70905 6.21949 3.82913
H 0.82516 6.89429 4.36923
H -1.72330 6.58093 6.07217
H -1.11254 8.17229 5.46556
H -1.26934 7.21899 8.50155
H -1.14452 8.86016 7.85599
H 0.14078 8.26745 8.76208
C 8.20187 -3.98422 -8.06008
O 7.04031 -3.38998 -7.43627
C 6.03576 -4.31259 -6.94849
C 4.84571 -3.60900 -6.27109
N 5.08612 -3.44632 -4.80759
C 3.91510 -2.84890 -4.14064
C 3.93571 -1.30514 -4.27848
O 4.71232 -0.68238 -3.26756
C 4.45746 0.69725 -2.96627
H 8.81359 -3.14024 -8.37882
H 7.89489 -4.64903 -8.86747
H 8.72859 -4.60267 -7.33332
H 6.50951 -5.06271 -6.31524
H 5.60600 -4.80740 -7.81946
H 3.94580 -4.22031 -6.20361
H 4.55347 -2.71172 -6.81660
H 5.96070 -2.97229 -4.63298
H 4.00857 -3.17875 -3.10595
H 3.00386 -3.21906 -4.61044
H 2.94160 -0.87320 -4.16325
H 4.35277 -0.90918 -5.20443
H 5.21746 1.04499 -2.26656
H 3.47872 1.04571 -2.63651
H 4.70970 1.22783 -3.88439
C 2.45749 1.91391 1.14623
O 3.59481 1.49596 1.89992
C 3.71066 0.10567 2.05634
C 4.31004 -0.42285 0.70848
N 4.23911 -1.90237 0.77470
C 4.80806 -2.48291 -0.40799
C 4.55449 -4.00763 -0.51533
O 3.17987 -4.44089 -0.62813
C 3.01912 -5.82617 -0.22880
H 2.32421 2.96213 1.41378
H 1.58831 1.40558 1.56366
H 2.54500 1.66255 0.08923
H 2.80299 -0.41593 2.35997
H 4.51168 -0.08269 2.77117
H 5.25884 0.02588 0.41433
H 3.68801 -0.13671 -0.13964
H 3.28372 -2.12242 1.01740
H 5.87067 -2.24090 -0.42774
H 4.38768 -1.97846 -1.27801
H 5.04811 -4.46866 0.34018
H 5.01864 -4.42317 -1.40975
H 3.71763 -6.50103 -0.72354
H 1.97759 -6.12921 -0.33590
H 3.26638 -5.95797 0.82458
C -2.36982 -4.43895 -0.11143
O -2.07236 -3.79336 -1.33185
C -2.85614 -2.67148 -1.64649
C -2.27660 -2.00785 -2.99749
N -2.68686 -2.71710 -4.22137
C -2.16855 -2.17291 -5.50268
C -2.57709 -0.71159 -5.71484
O -1.93352 0.19669 -4.87374
C -2.05337 1.57014 -5.25316
H -2.31755 -3.70809 0.69554
H -1.71779 -5.27755 0.13291
H -3.35715 -4.87947 -0.25005
H -2.73548 -1.80897 -0.99103
H -3.92692 -2.85916 -1.72594
H -1.21725 -2.01701 -2.74100
H -2.63974 -0.98127 -2.94895
H -3.69272 -2.76787 -4.14538
H -2.56655 -2.77879 -6.31669
H -1.08343 -2.27240 -5.47558
H -3.64997 -0.57128 -5.58316
H -2.30612 -0.36188 -6.71101
H -1.74617 2.26425 -4.47089
H -3.06968 1.79563 -5.57621
H -1.43368 1.77088 -6.12710
C 0.81762 -3.04042 1.56086
O 1.27040 -2.02669 0.66117
C 0.63103 -2.09253 -0.58755
C 1.04443 -0.91876 -1.44141
N 0.24353 0.22814 -1.12964
C 0.26744 1.35663 -2.07355
C -0.53138 2.54329 -1.55011
O 0.10903 3.14358 -0.40841
C -0.60721 4.23345 0.15587
H 1.32870 -2.86737 2.50795
H 0.98262 -4.04043 1.15980
H -0.24354 -3.00236 1.80701
H -0.44675 -2.16826 -0.44353
H 0.92149 -3.04213 -1.03699
H 0.86735 -1.18262 -2.48406
H 2.09786 -0.65895 -1.33715
H 0.59407 0.51522 -0.22698
H -0.28493 1.05336 -2.96294
H 1.26141 1.68453 -2.37788
H -1.50860 2.15204 -1.26716
H -0.56996 3.33074 -2.30279
H -0.15931 4.55785 1.09516
H -1.60025 3.86643 0.41520
H -0.74721 5.11209 -0.47381
C -1.98276 7.86223 0.76856
C -2.12619 9.04378 1.81749
O -0.84983 9.22289 2.36024
H -1.76750 6.90358 1.24055
H -1.31452 8.15115 -0.04265
H -2.95485 7.77128 0.28393
H -2.84880 8.78163 2.59028
H -2.51498 9.91865 1.29638
H -0.38727 9.89781 1.85814
*
```

- HOMO-LUMO gap (eV) = 8.498
- energy relative to the best compared isomer or geometry (same formula, charge and spin) (kcal per mole) = 27.50
- HOMO level (eV) = -8.0

2.
DFT (wB97M-V/def2-TZVPD) results for a cluster of 15 separate species, C5H36O14 in total in a non-equilibrium geometry.

```
! RIJCOSX wB97M-V def2-TZVPD def2/J DEFGRID3
* xyz -1 2
C 2.13328 -0.35958 1.53604
C 0.74793 0.18102 1.24326
C 0.43471 1.45931 1.11925
C -0.83062 2.15816 1.39938
C -2.04414 1.98761 0.90380
H 2.06096 -0.90332 2.47081
H 2.81907 0.47858 1.65989
H 2.49910 -0.83397 0.62521
H -0.01445 -0.57136 1.44724
H 1.13404 2.23374 0.81774
H -0.71461 2.81299 2.25983
H -2.94897 2.38416 1.35114
H -2.28067 1.38648 0.05331
H 1.80326 2.15233 -3.92618
H 1.47277 0.68727 -3.94754
O 1.10280 1.55361 -4.22622
H -3.86361 -0.18605 3.30778
H -3.31664 -1.18767 2.45712
O -3.86065 -0.39372 2.36367
H 4.15148 0.39912 -2.03161
H 3.10248 -0.61524 -1.27590
O 3.76610 0.06884 -1.21970
H -4.02810 -0.81149 -0.03713
H -2.83291 -0.84393 -0.96964
O -3.43485 -1.44020 -0.46803
H -1.66774 -2.74799 0.16172
H -0.88714 -3.42527 1.16025
O -0.98193 -3.43894 0.19322
H 2.01689 2.14487 4.05841
H 1.99691 3.26988 3.15166
O 1.61573 2.37037 3.19676
H 0.66792 -2.95184 3.95063
H -0.67610 -2.22380 4.24196
O -0.18003 -2.70705 3.56914
H -0.92699 -0.31014 2.95196
H -1.01712 0.27668 4.36043
O -1.48490 -0.30059 3.74069
H 3.35668 3.36988 -1.28539
H 3.11603 1.85447 -1.39853
O 2.96767 2.70197 -1.85940
H 1.39465 -3.18575 -1.43192
H 0.00577 -3.85080 -1.64477
O 0.70173 -3.34080 -2.07839
H 1.97838 -1.58173 -3.49331
H 1.30090 -0.74074 -2.39024
O 1.98648 -0.71136 -3.07619
H 0.53885 3.01497 -1.98581
H -0.03815 2.07596 -2.91001
O -0.32942 2.61285 -2.13136
H -2.43546 0.65082 -2.73147
H -1.94710 1.27512 -1.38910
O -2.09346 0.44117 -1.85731
H -1.33422 -2.44166 -3.25475
H -2.64720 -1.87898 -2.99012
O -2.05536 -2.01820 -3.74231
*
```

- HOMO-LUMO gap (spin up / spin down) (eV) = 2.155 / 8.323
- ⟨S²⟩ = 0.7504
- HOMO level (spin up / spin down) (eV) = 0.1 / -6.1

3.
DFT (wB97M-V/def2-TZVPD) results for a structure of composition C3H12N2O3PSi in a non-equilibrium geometry.

```
! RIJCOSX wB97M-V def2-TZVPD def2/J DEFGRID3
* xyz -1 1
C -1.52016 0.43860 1.86301
C -0.43346 -1.19374 -0.34693
C 0.96566 -1.50122 2.29340
N 0.41923 2.40680 -1.68468
N 1.10572 1.23465 -2.00862
O 1.33787 -1.17269 -3.03072
O -0.66241 0.43358 -3.66621
O 1.01933 1.07716 0.69795
Si 0.15686 -0.15447 1.12934
P 0.42177 -0.03701 -2.81061
H -1.80781 0.11488 2.80931
H -1.54751 1.60585 1.91833
H -2.26270 0.20157 1.03463
H -0.09595 -2.09604 -0.64620
H -1.59670 -1.24126 -0.29949
H -0.20826 -0.58235 -1.32928
H 1.42476 -0.96599 3.09100
H 0.15915 -2.21031 2.72522
H 1.76520 -2.20993 2.08893
H -0.53611 2.32633 -2.03506
H 0.30997 2.58227 -0.57895
H 1.58555 0.94332 -1.21436
*
```

- HOMO-LUMO gap (eV) = 8.297
- energy relative to the best compared isomer or geometry (same formula, charge and spin) (kcal per mole) = 55.16
- HOMO level (eV) = -4.9

4.
DFT (wB97M-V/def2-TZVPD) results for a structure of composition C7H23ClN7O4V in a non-equilibrium geometry.

```
! RIJCOSX wB97M-V def2-TZVPD def2/J DEFGRID3
* xyz 1 4
V 12.02568 -20.02151 16.26154
Cl 10.50140 -20.55225 14.18197
C 13.79187 -23.93392 15.19768
C 12.78443 -22.77805 15.42147
C 11.93817 -23.02448 16.65387
O 11.01799 -21.93396 16.88719
C 10.29961 -22.04839 18.09739
N 13.55744 -21.52050 15.60542
H 13.46502 -24.54922 14.36144
H 13.96814 -24.49940 16.11046
H 14.71692 -23.47347 14.85136
H 12.20416 -22.65029 14.52855
H 12.53148 -23.17304 17.55979
H 11.36429 -23.93200 16.44676
H 9.68601 -22.95323 18.07825
H 9.61798 -21.22891 18.32934
H 10.91793 -22.13367 18.99984
H 14.26979 -21.72207 16.31544
H 14.20837 -21.36915 14.81141
C 6.66589 -18.93703 15.47237
O 6.97857 -18.83643 16.66323
N 7.52702 -19.14786 14.45280
N 5.36956 -18.76264 15.07005
H 8.47660 -19.26087 14.76860
H 7.34521 -18.97160 13.48686
H 5.16204 -19.19413 14.18502
H 4.56699 -18.59764 15.64533
C 14.02540 -21.71153 11.93953
O 14.73748 -21.21141 12.83194
N 12.91411 -22.44723 12.17460
N 14.33852 -21.49871 10.63924
H 12.36697 -22.76310 11.39866
H 12.61946 -22.34461 13.12351
H 15.17058 -20.95062 10.50795
H 13.85705 -21.97702 9.90357
C 9.21304 -24.59457 13.91805
O 8.82742 -25.66496 13.47011
N 8.67025 -24.01445 15.02901
N 10.06502 -23.77214 13.24079
H 7.94102 -24.47904 15.53535
H 8.96359 -23.07918 15.25049
H 10.56172 -24.20135 12.48069
H 10.14440 -22.78895 13.42055
*
```

- HOMO-LUMO gap (spin up / spin down) (eV) = 6.665 / 6.708
- energy relative to the best compared isomer or geometry (same formula, charge and spin) (kcal per mole) = 22.43
- ⟨S²⟩ = 3.7600
- HOMO level (spin up / spin down) (eV) = -11.9 / -11.9

5.
DFT (wB97M-V/def2-TZVPD) results for a structure of composition C12H20BF4MnN4O2S2Si in a non-equilibrium geometry.

```
! RIJCOSX wB97M-V def2-TZVPD def2/J DEFGRID3
* xyz -1 2
Mn -0.62348 0.13584 0.42930
O -0.71979 1.61212 -0.97571
N -0.95239 2.84780 -0.57896
C -0.89353 3.80560 -1.52673
C -1.13088 5.12287 -1.23957
C -1.44233 5.46888 0.07628
C -1.50042 4.48381 1.02892
C -1.25310 3.13320 0.72241
S -1.32650 1.88147 1.88031
H -0.64746 3.42291 -2.50535
H -1.07314 5.85829 -2.02832
H -1.63417 6.49979 0.34384
H -1.73686 4.70888 2.05902
C -3.27510 -2.54292 0.77891
Si -2.45172 -2.29821 -0.90092
C -3.83042 -2.03231 -2.17971
C -1.56974 -3.90282 -1.37461
O -1.47630 -1.01962 -0.92397
H -3.73633 -3.53208 0.85081
H -4.05277 -1.79348 0.94864
H -2.53675 -2.46275 1.57918
H -4.55204 -2.85479 -2.17573
H -3.41210 -1.95217 -3.18664
H -4.37133 -1.10674 -1.96857
H -2.26637 -4.74528 -1.39909
H -0.78132 -4.12200 -0.65252
H -1.11291 -3.81740 -2.36554
F 0.86817 -2.78373 0.58305
B 0.48413 -2.52245 1.89325
F -0.30130 -1.27781 1.90544
F 1.60563 -2.29228 2.69216
F -0.34266 -3.51582 2.39794
C 5.31307 1.56062 1.50988
C 4.80395 0.12111 1.58101
C 3.57905 -0.08545 0.75120
N 2.42561 0.36142 1.06979
N 1.45232 0.06396 0.17246
C 1.87055 -0.62521 -0.86753
N 1.09451 -1.03615 -1.89223
S 3.58170 -0.93921 -0.78188
H 6.17895 1.69829 2.15907
H 4.52854 2.24784 1.82444
H 5.60321 1.82124 0.49046
H 4.54579 -0.13744 2.60893
H 5.58218 -0.57308 1.25857
H 0.07147 -1.02312 -1.70236
H 1.41439 -1.86164 -2.36934
*
```

- HOMO-LUMO gap (spin up / spin down) (eV) = 7.182 / 6.856
- energy relative to the best compared isomer or geometry (same formula, charge and spin) (kcal per mole) = 2.38
- ⟨S²⟩ = 0.7897
- HOMO level (spin up / spin down) (eV) = -4.7 / -4.3

6.
DFT (wB97M-V/def2-TZVPD) results for a cluster of 2 separate species, C5H10O2 in total in a non-equilibrium geometry.

```
! RIJCOSX wB97M-V def2-TZVPD def2/J DEFGRID3
* xyz 0 1
C 1.58601 0.30408 -1.90714
C 0.43017 0.09317 1.58411
O 0.10976 1.23437 0.97963
C -1.04753 1.21930 0.37449
C -1.71887 -0.06999 0.68793
C -0.53905 -0.96613 1.14907
O -0.04055 -1.83127 0.13379
H 2.21489 1.16036 -2.15941
H 1.42170 -0.30297 -2.80064
H 2.09654 -0.29207 -1.14437
H 1.47755 -0.01109 1.83093
H 0.62824 0.67515 -1.52827
H -1.41944 2.16206 0.00420
H -2.39469 0.07071 1.54865
H -2.28928 -0.51940 -0.12986
H -0.84420 -1.64363 1.94828
H 0.32876 -1.28264 -0.57138
*
```

- HOMO-LUMO gap (spin up / spin down) (eV) = 8.312 / 7.975
- energy relative to the best compared isomer or geometry (same formula, charge and spin) (kcal per mole) = 100.14
- HOMO level (spin up / spin down) (eV) = -7.6 / -7.3